11
Properties=species:S:1:pos:R:3 method="wB97M-V/def2-TZVPD" orbital_gap_ev="7.874 / 7.873" de_lowest_kj_mol=235.4 lumo_ev="1.012 / 1.012" homo_energy_ev="-6.8616 / -6.8614" total_energy_ha=-173.15243
C -0.26 -1.04 0.76
N 0.07 0.12 -0.08
C -0.11 1.37 0.39
C 0.46 -0.06 -1.35
H -1.29 -1.35 0.55
H -0.19 -0.75 1.81
H 0.43 -1.86 0.54
H -0.37 2.12 -0.34
H 0.19 1.63 1.40
H 0.06 -0.88 -1.93
H 1.03 0.74 -1.80